Entry 1:
{"formula": "C27H27F2N7O2", "method": "wB97M-V/def2-TZVPD", "e_above_lowest_kj_mol": 2.1, "molar_mass_da": 519.6, "max_force_ev_per_a": 1.237, "homo_ev": -9.1, "lumo_ev": 0.47, "multiplicity": 1, "smiles": "CC(C)CCNC(=O)[C@H](c1ccncc1)N(C(=O)Cn1nnc(-c2ccc(F)cc2)n1)c1ccccc1F", "symbols": ["H", "C", "N", "C", "C", "C", "H", "H", "H", "C", "H", "H", "C", "O", "H", "C", "N", "H", "C", "H", "F", "H", "C", "H", "N", "H", "C", "C", "H", "N", "C", "H", "N", "C", "C", "C", "C", "C", "C", "C", "C", "H", "N", "H", "H", "C", "H", "F", "C", "C", "H", "C", "H", "H", "H", "N", "H", "H", "O", "C", "C", "C", "H", "H", "H"], "xyz": [[-7.009, -3.813, -0.181], [1.936, -0.135, -1.757], [2.348, -0.081, 2.868], [0.724, 0.684, 0.151], [-0.655, -0.291, 1.927], [2.825, 1.702, -0.493], [-4.600, -4.012, -0.435], [8.057, 0.447, 0.454], [0.300, 4.468, -2.519], [-2.485, 0.906, -0.202], [-3.439, 0.250, 1.463], [-5.803, -1.908, -2.288], [-4.048, -2.003, -0.019], [-2.329, 0.847, -1.404], [-0.516, 2.238, -1.787], [-6.380, -2.991, 0.151], [1.771, -0.942, 2.067], [2.014, -0.826, -2.581], [-1.004, 4.062, 1.008], [-6.229, -3.088, 1.223], [1.625, 2.494, 1.370], [-1.360, 4.008, 2.025], [6.130, -1.764, -1.250], [-3.917, -2.195, 1.050], [-0.072, 5.389, -0.739], [-4.306, -2.786, -2.612], [-0.530, 5.258, 0.493], [-5.259, -2.828, -2.089], [6.198, -2.413, -2.109], [2.579, -1.391, 1.130], [6.030, -0.066, 0.957], [4.109, -2.274, -0.746], [3.554, 0.066, 2.464], [3.708, -0.737, 1.387], [-0.077, 4.320, -1.515], [0.839, -0.198, -0.916], [2.926, 0.809, -1.545], [-1.491, 1.625, 0.743], [-5.045, -3.021, -0.590], [-0.520, 3.072, -1.105], [0.414, -1.364, 2.180], [-4.447, -0.269, -1.261], [-3.509, 0.340, 0.458], [0.057, -0.922, -1.083], [-0.511, 6.155, 1.098], [4.923, -0.838, 0.611], [3.582, 2.445, -0.301], [8.343, -1.060, -1.626], [1.724, 1.637, 0.340], [7.218, -0.988, -0.887], [-5.440, -0.353, 0.219], [4.977, -1.686, -0.494], [3.783, 0.853, -2.198], [-1.976, 1.803, 1.710], [0.266, -2.178, 1.465], [-0.409, 0.656, 1.003], [-5.836, -3.656, -2.495], [5.966, 0.583, 1.816], [-1.701, -0.345, 2.548], [-0.995, 2.933, 0.195], [-4.451, -0.538, -0.204], [7.187, -0.139, 0.206], [0.229, -1.737, 3.193], [-6.913, -2.063, -0.043], [-3.079, -2.150, -0.503]], "nbo_charge": [0.21, -0.22, -0.02, 0.12, 0.70, -0.28, 0.20, 0.23, 0.19, 0.67, 0.42, 0.20, -0.40, -0.64, 0.25, -0.61, -0.01, 0.22, -0.23, 0.21, -0.31, 0.22, -0.29, 0.20, -0.41, 0.21, 0.03, -0.61, 0.23, -0.26, -0.15, 0.23, -0.26, 0.27, 0.03, -0.20, -0.18, -0.10, -0.21, -0.23, -0.32, 0.23, -0.60, 0.23, 0.19, -0.12, 0.24, -0.32, 0.40, 0.40, 0.20, -0.15, 0.23, 0.24, 0.26, -0.47, 0.21, 0.24, -0.64, -0.03, -0.23, -0.28, 0.26, 0.20, 0.20]}



Entry 2:
{"formula": "C4H5NO", "method": "wB97M-V/def2-TZVPD", "e_above_lowest_kj_mol": 311.8, "molar_mass_da": 83.1, "max_force_ev_per_a": 1.048, "homo_ev": -9.1, "lumo_ev": 0.66, "multiplicity": 1, "smiles": "CC(=O)C#CN", "symbols": ["H", "O", "H", "C", "H", "C", "C", "H", "C", "N", "H"], "xyz": [[-2.575, 1.278, -0.399], [0.384, 1.288, -0.337], [2.531, 0.225, -0.712], [-0.323, -0.318, 1.194], [-3.087, -0.373, -0.293], [1.936, -0.478, -0.127], [0.656, 0.227, 0.211], [1.742, -1.382, -0.714], [-1.368, -0.006, 0.589], [-2.363, 0.311, -0.192], [2.466, -0.771, 0.780]], "nbo_charge": [0.42, -0.60, 0.23, -0.32, 0.41, -0.70, 0.53, 0.23, 0.35, -0.79, 0.23]}



Entry 3:
{"formula": "CClN3O3", "method": "wB97M-V/def2-TZVPD", "e_above_lowest_kj_mol": 23.0, "molar_mass_da": 137.5, "max_force_ev_per_a": 3.440, "homo_ev": -11.5, "lumo_ev": -1.75, "multiplicity": 1, "smiles": "N#CN(OCl)[N+](=O)[O-]", "symbols": ["O", "C", "N", "Cl", "O", "N", "O", "N"], "xyz": [[-1.265, 1.170, -0.669], [-0.381, -1.373, 0.171], [-0.839, -2.271, -0.362], [2.544, -0.108, -0.429], [1.465, -0.162, 0.990], [-0.152, 1.151, -0.268], [0.666, 1.970, -0.166], [0.169, -0.156, 0.616]], "nbo_charge": [-0.29, 0.36, -0.25, 0.18, -0.28, 0.66, -0.26, -0.11]}



Entry 4:
{"formula": "C5H10NS", "method": "wB97M-V/def2-TZVPD", "e_above_lowest_kj_mol": 392.2, "molar_mass_da": 116.2, "max_force_ev_per_a": 6.246, "homo_ev": -13.5, "lumo_ev": -3.48, "multiplicity": 1, "charge": 1, "symbols": ["C", "N", "C", "H", "H", "H", "H", "H", "H", "S", "C", "H", "C", "H", "H", "C", "H"], "xyz": [[1.499, -0.136, -1.175], [0.081, -1.314, 0.502], [-2.064, 0.999, 0.681], [2.252, 0.020, 1.004], [0.101, -1.329, 1.504], [1.212, 0.449, -2.134], [-1.659, 0.487, 1.602], [1.902, -1.152, -1.398], [-0.929, -1.610, 0.261], [-2.480, -0.345, -0.453], [1.815, 0.416, 0.150], [-2.750, 1.912, 0.887], [0.457, -0.148, -0.161], [-0.954, 1.445, -1.299], [1.818, 1.508, 0.227], [-1.132, 0.859, -0.487], [0.831, -2.061, 0.290]], "nbo_charge": [-0.42, -0.72, -0.51, 0.24, 0.43, 0.27, 0.22, 0.22, 0.44, 0.18, -0.43, 0.29, 0.09, 0.24, 0.25, -0.24, 0.45]}



Entry 5:
{"formula": "C2HBr5S", "method": "wB97M-V/def2-TZVPD", "e_above_lowest_kj_mol": 63.1, "molar_mass_da": 456.6, "max_force_ev_per_a": 2.470, "homo_ev": [-9.8, -9.8], "lumo_ev": [-1.83, -1.83], "multiplicity": 1, "symbols": ["Br", "S", "Br", "C", "H", "Br", "Br", "Br", "C"], "xyz": [[0.681, -2.315, 0.691], [-1.715, 0.221, 1.172], [-0.094, 2.283, -1.021], [0.552, -0.652, -0.367], [-2.370, 0.325, 0.010], [1.121, 0.938, 1.894], [-0.429, -0.988, -1.993], [2.336, -0.209, -0.938], [-0.082, 0.398, 0.552]], "nbo_charge": [0.11, 0.15, -0.18, -0.43, 0.16, 0.21, 0.15, 0.15, -0.32]}



Entry 6:
{"formula": "C5H4F3N6P", "method": "wB97M-V/def2-TZVPD", "e_above_lowest_kj_mol": 1.7, "molar_mass_da": 236.1, "max_force_ev_per_a": 4.094, "homo_ev": -9.8, "lumo_ev": 0.11, "multiplicity": 1, "smiles": "FC(F)=N/C=N\\C=N\\P(F)n1cncn1", "symbols": ["N", "F", "C", "H", "H", "N", "N", "N", "C", "P", "C", "C", "N", "F", "H", "H", "N", "C", "F"], "xyz": [[3.196, 0.435, -0.006], [2.391, -1.669, -0.275], [2.811, 1.255, -0.982], [-0.656, -1.565, 0.556], [0.627, 2.738, 0.635], [-2.294, -0.186, 0.182], [1.765, 1.967, -0.903], [-2.446, -2.340, -0.010], [-1.656, -1.362, 0.278], [-1.761, 1.407, 0.383], [-3.548, -1.706, -0.500], [3.107, -0.744, 0.369], [-0.192, 1.091, -0.155], [-1.454, 1.170, 2.031], [-4.437, -2.081, -0.945], [3.635, 1.277, -1.665], [-3.529, -0.413, -0.410], [0.738, 1.952, -0.025], [3.703, -1.224, 1.441]], "nbo_charge": [-0.54, -0.29, 0.32, 0.22, 0.17, -0.54, -0.44, -0.47, 0.22, 1.49, 0.14, 1.00, -0.86, -0.60, 0.20, 0.20, -0.27, 0.32, -0.27]}